# C28H58O

C28H58O as an isolated structure (the ωB97M-V functional and the def2-TZVPD basis, OMol25).

Summary:
LUMO energy: 0.7932 eV
energy above the lowest of the compared OMol25 structures with the same formula, charge and spin: 30.127 eV
HOMO level: -8.579 eV
HOMO-LUMO gap: 0.34442 hartree
net charge: 0

```
87
Properties=species:S:1:pos:R:3:forces:R:3
C -13.31293 -3.45417 -1.09950 2.635 5.353 -5.065
H -13.96506 -4.17903 -0.86892 -2.469 -2.376 1.204
C -12.16112 -3.16041 -0.11967 -3.417 -8.709 -1.015
C -11.18817 -2.28586 -0.53946 1.550 0.378 -3.283
C -10.16812 -2.22452 0.42335 0.100 5.285 6.835
C -9.17304 -1.13543 0.20696 3.045 2.344 -2.630
C -8.15667 -0.98179 1.41319 1.930 3.723 -16.894
C -7.04621 0.23408 0.78858 5.207 -10.540 5.680
C -6.14534 -0.16849 -0.32313 3.393 -2.502 2.730
C -4.99951 0.82065 -0.56053 -5.216 4.285 6.452
C -4.03149 1.21909 0.55039 0.513 -7.617 1.565
C -2.99448 2.11221 0.02127 9.814 -16.486 3.538
C -1.79740 1.99540 1.08717 -3.712 11.557 1.129
C -0.72553 3.27231 0.83025 -0.538 -8.572 -3.996
C 0.32204 3.31508 1.73594 3.163 -2.111 9.356
C 1.25486 4.42634 1.70156 2.878 2.294 -3.517
C 2.16935 4.13303 0.33997 -0.119 6.655 4.423
C 3.01151 3.01949 0.37331 5.493 -0.525 -1.034
C 4.01148 3.11259 -1.03276 -4.393 -5.461 3.514
C 4.82584 1.85590 -0.84014 -1.285 1.245 -8.339
C 5.62615 1.71838 -2.33571 1.008 1.695 5.729
C 6.63420 0.73653 -2.05227 6.223 -4.254 -3.900
C 6.17698 -0.65785 -2.04325 -4.481 -3.801 0.777
C 7.15786 -1.81143 -2.20162 -3.827 -0.586 -3.366
C 8.43167 -1.68244 -1.68493 2.793 -9.893 7.203
H 9.20085 -2.61229 -1.78952 -1.855 2.090 -1.206
C 8.08226 -2.28000 0.01862 4.171 11.972 -0.094
H 7.45828 -1.12720 0.33228 1.226 -3.310 -0.718
C 9.21456 -2.18458 1.05124 2.502 0.994 -0.184
C 10.16221 -3.45623 0.83342 5.375 10.492 -6.028
C 11.36626 -3.33484 1.62719 -0.694 -8.881 2.580
H 11.91532 -2.55469 1.40161 2.827 4.081 -0.637
O 11.07029 -3.56680 3.06004 5.031 -3.166 -2.900
H 10.44169 -3.01036 3.28683 -4.734 4.270 1.897
H 11.95078 -4.37023 1.43187 -0.575 2.617 0.157
H 9.55311 -4.08999 1.01345 -6.665 -9.244 2.229
H 10.50524 -3.48362 -0.43966 -1.102 0.009 3.819
H 8.94169 -2.07249 2.24071 0.238 -0.324 -3.063
H 9.90429 -1.22881 0.76940 -1.726 -1.899 0.872
H 7.39964 -2.90308 0.20200 -5.216 -5.629 0.686
H 9.03927 -0.97714 -1.37187 2.041 4.543 0.468
H 7.43938 -1.67797 -3.16358 0.144 0.044 -4.374
H 6.63227 -2.87807 -2.27247 1.289 2.264 0.962
H 5.70135 -1.06369 -1.08322 -0.225 1.597 -0.763
H 5.27136 -0.82105 -2.90086 2.409 0.442 2.209
H 7.57355 0.77307 -1.37682 -2.223 1.183 -0.051
H 7.42851 0.60219 -3.08055 -1.933 0.764 1.915
H 6.28614 2.54218 -2.38063 -0.187 2.034 -0.569
H 5.02810 1.62747 -3.18975 -0.955 -0.531 -0.929
H 5.40226 1.96144 -0.05485 3.479 0.062 3.646
H 4.29966 0.94315 -0.87764 -1.176 -0.757 0.697
H 4.51381 3.96916 -1.11152 2.237 3.395 0.320
H 3.44393 3.00244 -1.94336 -0.723 0.047 -0.135
H 2.51784 2.07947 0.45998 -0.233 -0.868 -0.366
H 3.81524 3.04479 1.28660 -1.945 0.115 -1.959
H 1.50049 4.33588 -0.35769 -3.192 -0.859 -3.915
H 2.72471 5.12884 0.08732 -0.004 -1.477 1.096
H 0.69461 5.40735 1.57478 0.670 -1.007 -0.023
H 2.04853 4.62916 2.43844 -0.909 -0.762 0.510
H -0.00484 3.53021 3.11315 -0.180 -1.109 -3.699
H 0.92978 2.31393 1.88687 -1.401 1.760 -0.522
H -1.16415 4.14816 0.70827 -2.477 3.791 -0.772
H -0.24608 2.86414 -0.20952 -0.982 1.516 1.869
H -1.50191 1.17801 1.49790 2.587 -5.835 1.007
H -2.26739 2.39495 2.16741 0.643 -0.596 -2.372
H -2.38070 1.60506 -0.76901 -1.682 1.015 -0.544
H -3.34363 2.88650 -0.01909 -5.592 15.726 -1.793
H -3.45609 0.16959 0.85035 -0.875 1.972 -0.639
H -4.56957 1.28028 1.53227 0.692 1.397 -0.908
H -5.47976 1.89359 -0.30584 -0.032 -1.521 -2.630
H -4.48554 0.72020 -1.37159 2.551 -0.369 -5.263
H -5.52616 -1.14733 0.12828 -1.801 1.720 -1.644
H -6.76046 -0.38205 -1.15575 0.019 -0.482 -1.308
H -6.42240 0.65070 1.64034 -0.387 -1.250 -0.349
H -7.46436 0.99535 0.61754 -7.029 10.516 -3.192
H -8.46547 -0.54629 2.08275 -5.997 6.851 12.957
H -7.63131 -1.72283 1.38034 5.692 -8.542 1.116
H -8.61910 -1.38771 -0.80396 -0.211 -0.276 1.960
H -9.37085 -0.00911 -0.25037 -1.047 -2.621 1.803
H -9.70319 -3.05769 0.91453 0.113 -0.931 -0.629
H -10.76083 -1.68853 1.55634 1.268 -1.740 -2.790
H -10.66755 -2.71898 -1.43548 -0.840 1.171 -0.267
H -11.75922 -1.34643 -0.55146 0.998 0.334 -1.191
H -11.80918 -4.32114 0.25517 -0.390 3.124 -1.010
H -12.59667 -2.77400 0.68315 -1.863 1.419 3.911
H -13.90609 -2.37356 -1.46906 1.412 -3.028 1.451
H -12.85166 -3.73810 -2.16537 -0.843 0.306 2.200
```
Forces are in eV/Å.